# 1
{"formula": "C5H10O2", "method": "the ωB97M-V functional and the def2-TZVPD basis", "symbols": ["C", "C", "O", "C", "C", "C", "O", "H", "H", "H", "H", "H", "H", "H", "H", "H", "H"], "xyz": [[-2.28434, -0.37662, 0.66066], [-2.10411, 0.62228, -0.45327], [-1.97015, 1.81254, -0.28465], [0.65295, -0.34600, -0.55488], [1.99724, 0.36365, -0.67099], [2.21109, -0.16681, 0.75336], [0.95872, -0.87183, 0.74159], [-3.31713, -0.28753, 1.01051], [-2.10842, -1.40278, 0.32432], [-1.61188, -0.15037, 1.49261], [-2.08584, 0.19927, -1.48068], [-0.14374, 0.38308, -0.49590], [0.38723, -1.12685, -1.27808], [2.67825, -0.02002, -1.42960], [1.90079, 1.44728, -0.76296], [2.23495, 0.59734, 1.53779], [3.04906, -0.85762, 0.88176]], "forces_ev_per_a": [[-0.033, 0.017, 0.050], [-0.147, 0.327, 0.065], [-0.272, -0.417, -0.032], [-0.217, -0.018, -0.322], [0.133, 0.067, -0.093], [0.416, 0.077, 0.204], [-0.035, -0.130, 0.060], [0.049, -0.069, 0.030], [-0.046, 0.191, 0.004], [-0.124, 0.029, -0.124], [-0.180, 0.107, 0.056], [0.142, -0.115, -0.053], [0.166, 0.078, 0.078], [-0.016, 0.015, 0.109], [0.158, -0.159, -0.001], [0.030, -0.096, -0.072], [-0.026, 0.096, 0.042]], "mulliken_charge": [-0.92, 0.18, -0.52, 0.41, -0.65, -0.27, -0.44, 0.34, 0.27, 0.30, 0.42, -0.42, 0.34, 0.24, 0.25, 0.24, 0.24], "energy_ev": -9440.051, "e_above_lowest_ev": 2.992, "orbital_gap_ev": 10.71, "charge": 0}



# 2
{"formula": "C30H34N3O9ReS3", "method": "the ωB97M-V functional and the def2-TZVPD basis", "symbols": ["Re", "O", "C", "O", "C", "C", "C", "C", "C", "N", "C", "O", "O", "H", "H", "H", "C", "C", "C", "C", "C", "N", "H", "H", "H", "H", "H", "H", "H", "H", "H", "C", "C", "S", "O", "C", "C", "H", "H", "H", "H", "H", "H", "H", "H", "H", "H", "O", "S", "O", "N", "C", "O", "C", "C", "C", "C", "C", "C", "H", "H", "H", "H", "C", "S", "O", "C", "C", "C", "C", "C", "C", "H", "H", "H", "H", "H", "H", "H", "H"], "xyz": [[0.22062, 0.35143, 0.60026], [2.65919, -2.53752, -0.95425], [2.08075, -1.70741, -0.30531], [1.19763, -0.85253, -0.77371], [2.27962, -1.62264, 1.19217], [3.35280, -2.11522, 1.90140], [3.41647, -1.83971, 3.26477], [2.43041, -1.06045, 3.86561], [1.38768, -0.60751, 3.08815], [1.31357, -0.92649, 1.79435], [0.33890, 0.41270, 3.51375], [0.29297, 0.80439, 4.64515], [-0.42788, 0.79646, 2.51075], [4.12446, -2.66575, 1.38279], [4.25028, -2.19767, 3.85336], [2.47365, -0.76405, 4.90437], [-4.21594, -2.28173, -0.84661], [-3.52281, -2.28023, 0.52482], [-4.44860, -1.74196, 1.63335], [-3.01301, -3.69069, 0.88113], [-2.35894, -1.41517, 0.46135], [-1.43556, -0.73400, 0.42196], [-5.08484, -2.93677, -0.80238], [-3.52980, -2.64098, -1.61243], [-4.55101, -1.27854, -1.11150], [-5.21558, -2.48842, 1.83381], [-4.93180, -0.81543, 1.32498], [-3.89741, -1.55581, 2.55526], [-3.84937, -4.38514, 0.82041], [-2.60842, -3.71686, 1.89313], [-2.24057, -4.00384, 0.17927], [-2.69643, 2.72934, 0.69961], [-1.82637, 3.31299, -0.40325], [-0.55425, 2.12940, -0.92292], [0.60197, 2.80267, -1.50635], [-1.41056, 1.30281, -2.30278], [-1.65859, 2.25184, -3.46699], [-3.42710, 3.47426, 1.01166], [-2.09717, 2.48124, 1.57545], [-3.23568, 1.83848, 0.36813], [-1.27188, 4.19027, -0.07686], [-2.38625, 3.54560, -1.30700], [-2.32232, 0.87087, -1.88287], [-0.73096, 0.49374, -2.57900], [-2.63251, 2.73345, -3.40086], [-1.62328, 1.70166, -4.40523], [-0.88486, 3.01960, -3.49714], [0.28128, 5.60893, 1.60715], [0.36121, 4.43120, 2.41718], [-0.68492, 4.17668, 3.35503], [0.52896, 3.11259, 1.41701], [1.68793, 2.55187, 1.53445], [1.94796, 1.41835, 0.95770], [2.60243, 3.20557, 2.49846], [3.88450, 2.82178, 2.85070], [4.50602, 3.50509, 3.88870], [3.85307, 4.53664, 4.55444], [2.57400, 4.93852, 4.17917], [1.97408, 4.25396, 3.14791], [4.37463, 2.01200, 2.32607], [5.50699, 3.22893, 4.19166], [4.34297, 5.04013, 5.37664], [2.06654, 5.75126, 4.68039], [-0.30040, -4.85302, -2.82212], [0.01060, -3.22668, -2.07246], [-1.33630, -2.60131, -1.88862], [0.72092, -2.50817, -3.56033], [2.00316, -2.86589, -3.94977], [2.51740, -2.32793, -5.11957], [1.75909, -1.43924, -5.87139], [0.47653, -1.09704, -5.47085], [-0.04774, -1.62849, -4.29983], [-0.93497, -4.72210, -3.69710], [-0.79260, -5.48216, -2.08287], [0.65885, -5.27820, -3.11268], [2.59788, -3.53452, -3.34304], [3.51661, -2.59340, -5.43772], [2.17836, -1.00649, -6.77004], [-0.11663, -0.41593, -6.06703], [-1.04966, -1.39359, -3.96102]], "forces_ev_per_a": [[1.729, 0.481, 0.905], [0.253, 0.322, 0.074], [0.474, -0.636, 0.153], [-0.719, 1.130, 0.566], [-0.245, 0.063, -0.241], [-0.021, -0.065, 0.098], [-0.122, 0.060, -0.053], [0.005, -0.066, 0.058], [-0.195, 0.183, -0.039], [0.473, -0.226, 0.325], [0.382, -0.317, 0.413], [-0.170, -0.004, -0.164], [0.078, -0.173, -1.052], [-0.028, -0.035, -0.012], [0.017, -0.001, -0.018], [-0.017, -0.024, 0.009], [0.143, 0.068, -0.120], [-0.343, -0.320, 0.137], [0.093, 0.071, -0.034], [0.161, 0.044, -0.024], [0.209, 0.124, -0.280], [-0.966, -0.543, 0.077], [-0.022, 0.009, 0.094], [-0.074, 0.010, 0.030], [-0.052, 0.003, -0.003], [-0.025, 0.008, -0.035], [-0.009, 0.002, 0.006], [-0.031, -0.046, 0.027], [-0.033, 0.021, 0.017], [-0.017, -0.007, 0.011], [-0.067, -0.014, -0.019], [0.047, 0.021, 0.043], [0.092, -0.367, 0.321], [-0.492, 0.217, -1.174], [0.205, 0.094, 0.059], [0.068, -0.095, 0.408], [0.008, 0.097, 0.091], [-0.041, -0.023, -0.045], [0.000, -0.010, 0.025], [-0.028, 0.029, -0.022], [0.079, -0.002, -0.024], [0.048, 0.041, -0.038], [0.004, -0.089, -0.078], [-0.019, -0.033, 0.070], [0.007, 0.016, 0.015], [0.006, -0.027, 0.006], [0.019, -0.027, -0.099], [0.088, -0.050, -0.005], [0.042, 0.272, -0.099], [0.047, -0.174, 0.083], [0.054, -0.065, -0.124], [-0.457, 0.865, 0.445], [-0.532, -0.279, -0.318], [0.446, -0.364, -0.004], [-0.063, 0.002, -0.011], [0.032, -0.015, 0.032], [-0.034, 0.059, -0.048], [-0.058, 0.083, 0.012], [-0.134, -0.096, -0.194], [0.027, -0.006, 0.032], [0.000, -0.005, -0.005], [0.034, 0.008, -0.021], [0.011, -0.017, 0.035], [0.025, 0.248, 0.074], [-0.027, -0.596, -0.553], [-0.287, 0.150, 0.007], [-0.075, -0.070, 0.172], [-0.006, 0.080, -0.085], [-0.005, 0.006, 0.079], [0.034, 0.029, -0.060], [0.018, 0.057, 0.062], [-0.056, -0.069, -0.016], [-0.013, 0.054, 0.015], [0.043, 0.010, 0.048], [-0.007, -0.056, 0.038], [0.013, -0.011, 0.017], [0.001, 0.010, -0.004], [-0.032, -0.030, -0.027], [0.015, 0.012, -0.009], [-0.004, -0.009, -0.030]], "mulliken_spin": [2.54, 0.03, 0.01, 0.07, 0.00, -0.01, 0.02, 0.00, 0.03, -0.02, -0.01, 0.02, 0.11, 0.00, 0.00, 0.00, 0.01, 0.02, 0.01, 0.01, 0.20, -0.20, 0.00, 0.00, 0.00, 0.00, 0.00, 0.00, 0.00, 0.00, 0.00, 0.02, -0.03, 0.05, 0.00, 0.00, 0.00, 0.00, 0.00, 0.00, 0.00, 0.00, 0.00, 0.00, 0.00, 0.00, 0.00, 0.00, 0.01, 0.00, 0.07, 0.02, 0.02, -0.01, 0.00, 0.00, 0.00, 0.00, 0.00, 0.00, 0.00, 0.00, 0.00, 0.00, 0.00, 0.00, -0.01, 0.00, 0.00, 0.00, 0.00, 0.00, 0.00, 0.00, 0.00, 0.00, 0.00, 0.00, 0.00, 0.00], "energy_ev": -89189.767, "s2": 3.771, "orbital_gap_ev": [7.79, 6.06], "charge": 1, "multiplicity": 4}



# 3
{"formula": "C2H4N3O4", "method": "the ωB97M-V functional and the def2-TZVPD basis", "symbols": ["C", "C", "N", "N", "N", "O", "O", "O", "O", "H", "H", "H", "H"], "xyz": [[0.20866, -0.34042, -0.14673], [1.48457, -0.17001, 0.73151], [0.33894, -1.54929, -0.71495], [-0.70543, 0.60545, -0.08460], [2.53220, 0.90206, -0.09049], [2.03623, 1.93140, -0.21325], [3.50673, 0.40111, -0.46424], [2.08474, -1.43850, 0.72392], [1.49918, -2.21344, -0.29775], [1.44760, 0.32725, 1.64430], [0.10943, -1.89333, -1.64365], [-0.56831, 1.25991, 0.66765], [-1.55344, 0.42096, -0.58299]], "forces_ev_per_a": [[5.565, 1.824, 4.198], [-2.101, -1.869, -4.424], [0.431, -3.203, -0.924], [-1.363, -0.161, -0.735], [-0.713, -3.266, 1.431], [-1.526, 3.845, -0.437], [2.848, -0.706, -1.323], [-0.596, 0.003, -0.403], [-1.027, 1.922, 0.896], [-0.222, 0.393, 1.874], [0.227, 0.160, -0.296], [-0.819, 0.281, -0.046], [-0.703, 0.778, 0.189]], "mulliken_spin": [0.53, -0.01, 0.40, 0.26, 0.09, 0.14, 0.09, 0.17, 0.32, 0.02, 0.00, -0.01, 0.00], "energy_ev": -14779.904, "s2": 2.013, "orbital_gap_ev": [7.10, 6.04], "charge": 1, "multiplicity": 3}



# 4
{"formula": "C2H12NO4", "method": "the ωB97M-V functional and the def2-TZVPD basis", "symbols": ["C", "O", "C", "N", "H", "H", "H", "H", "H", "H", "H", "H", "O", "H", "H", "O", "H", "H", "O"], "xyz": [[-0.20183, 1.57261, 0.64674], [-1.31435, 1.27995, -0.00436], [1.04611, 0.63177, 0.16517], [0.52737, -0.76296, -0.19217], [0.11489, 2.48712, 0.48293], [-0.28461, 1.42341, 1.64928], [1.50416, 1.05242, -0.78877], [1.81177, 0.53921, 1.08471], [-0.52531, -0.59570, 0.01773], [0.55472, -0.80595, -1.19136], [-3.54132, 1.92903, 1.47960], [-3.43819, 1.57951, -0.02845], [-3.97021, 1.58572, 0.74424], [-2.18858, 0.31433, 0.48248], [-1.74999, -1.04070, 0.65348], [-2.55927, -0.67130, 0.81287], [5.25298, -3.33429, -1.42104], [4.40481, -3.34211, -2.65885], [4.55683, -3.84206, -1.93424]], "forces_ev_per_a": [[1.027, -4.710, -2.082], [-1.706, 0.167, -1.533], [0.329, -0.677, 0.731], [-1.401, 1.869, 1.681], [1.737, 5.121, -0.753], [-0.163, -0.541, 3.596], [-0.154, -0.226, 1.412], [-1.258, 0.319, -2.203], [2.423, -0.424, -1.041], [-0.135, -0.147, -0.550], [1.768, 0.790, 1.392], [1.418, 0.234, -0.463], [-3.748, -0.432, -0.893], [-0.292, -1.166, 0.638], [2.711, -2.586, -0.153], [-2.553, 2.425, 0.219], [-1.392, -0.974, -0.895], [-0.896, 2.535, -3.666], [2.285, -1.577, 4.563]], "mulliken_charge": [-0.80, -0.87, -0.39, -0.70, 0.55, 0.34, 0.22, 0.22, 0.15, 0.25, 0.28, 0.35, -0.65, 0.47, 0.33, -0.75, 0.32, 0.29, -0.62], "energy_ev": -11947.157, "e_above_lowest_ev": 3.045, "orbital_gap_ev": 6.95, "charge": -1}